Density functional theory data (ωB97M-V/def2-TZVPD) for a 8-piece molecular cluster, C30H80B3F12N5O10 overall.

The calculation puts the HOMO-LUMO gap at 8.3 eV. As for the total charge: +2. For the HOMO energy, the calculation gives -0.4817 hartree. The spin multiplicity is 1. The value obtained for the relative energy (zero: lowest compared OMol25 entry of this formula, charge and spin) is 167.4 kcal/mol.

Structure (XYZ):
```
140
Properties=species:S:1:pos:R:3:mulliken_charge:R:1
C 11.05902 25.92664 21.29333 -0.95
C 6.06042 23.90730 35.96264 -0.44
H 0.73654 29.60056 30.37308 0.31
H 8.77848 23.37996 28.28836 -0.33
H 11.18896 27.00564 21.20985 0.37
C 0.79511 28.53963 30.13002 -0.80
H 10.26878 27.12652 29.42738 -0.32
C 4.19438 31.43826 26.67412 -0.82
C 11.06622 26.20945 23.69677 -1.22
O 10.67220 28.89710 32.89812 -0.37
H 3.02835 25.79633 34.92995 0.27
C 4.70242 29.31491 26.11077 -0.71
F 11.45934 28.36317 27.80607 0.01
O 3.88934 30.14392 27.03598 -0.39
C 7.47300 22.66349 26.70590 -0.18
C 10.75594 22.23004 26.75481 -0.83
H 2.63910 27.55569 26.12525 0.45
C 4.77726 21.67669 27.81995 -0.37
H 4.71865 24.94811 30.54220 0.25
H 9.12369 28.85317 29.89020 0.32
C 4.24220 25.59572 31.27819 -0.87
H 6.71086 23.57039 33.32006 0.43
H 9.95939 29.51493 34.86903 0.36
H 11.90834 25.56127 23.93924 0.51
H 4.55988 23.22350 37.41319 0.45
C 9.96107 28.69119 30.56893 -0.30
H 9.19777 20.79792 27.18889 0.32
H 6.94862 24.15350 36.54452 0.45
H 6.33886 25.96706 35.20939 0.41
C 13.92131 24.65582 30.18002 -0.60
C 1.54372 26.78368 28.65111 -0.62
H 5.75562 29.58969 26.16872 0.33
H 0.94640 27.94386 31.03017 0.26
H 9.68494 27.81971 34.41877 0.15
H 9.76911 25.50387 25.35469 -0.50
H 12.33777 25.02418 27.18497 0.17
H 8.01053 26.55573 24.61433 -0.47
H 11.64806 21.63181 26.94010 0.59
F 7.46515 23.93995 24.16625 -0.33
O 12.93481 25.68925 30.54310 -0.40
H 10.51996 26.99193 25.73877 -0.30
C 10.64652 26.17778 31.41631 -0.06
C 7.44528 29.12079 24.18893 -0.90
H 6.71375 24.82202 31.56559 0.12
H 5.21886 27.80358 27.48692 -0.12
H 1.49613 26.12355 29.51717 0.43
H 4.14067 31.76378 25.63525 0.34
F 7.42288 27.07067 29.11377 -0.38
H 6.87452 23.57030 26.79312 -0.12
H 7.29429 30.13272 24.56481 0.70
H 10.86305 26.58997 32.40186 0.43
H 4.64344 24.97309 37.21225 0.35
H 13.88733 23.82454 30.88424 0.37
H 1.85720 24.42048 34.82274 0.23
C 6.84811 24.61780 33.58873 -1.12
H 4.52512 21.44151 28.85398 0.38
C 4.66100 24.02266 36.67887 -0.63
H 9.59954 28.84101 25.15976 0.61
N 10.65179 27.35406 30.33382 1.07
H 3.21662 25.22720 31.30012 0.31
H 6.17595 21.64350 25.39495 0.42
N 3.18245 27.55673 26.97664 -0.23
C 2.66101 24.88214 35.39621 -0.66
F 5.92670 25.21874 25.16794 -0.14
B 6.24732 24.58489 23.94991 0.11
H 7.95509 21.98093 28.68213 0.46
B 8.14381 26.14813 28.49823 0.32
F 5.19957 23.72117 23.70266 -0.36
O 7.81066 29.08915 22.90867 -0.45
H 6.05067 30.20705 22.34308 0.33
C 9.66301 21.60727 27.75156 -0.68
H 5.15135 31.83396 27.01430 0.31
H 2.30823 25.31399 36.33278 0.36
H 10.81474 29.32647 30.33279 0.34
H 6.53777 26.41697 32.47820 0.43
F 12.38546 29.54440 26.12032 -0.41
N 8.82816 27.12197 24.43840 0.60
F 6.52753 25.44442 22.86483 -0.40
H 8.75418 28.44327 32.24940 -0.02
H 11.66476 27.10742 23.54350 0.58
H 2.84717 28.34725 27.50840 0.73
C 12.21259 24.03206 26.75124 -0.99
H 7.31811 29.76212 21.14416 0.32
H -0.16105 28.50142 29.60809 0.34
H 9.68186 25.69365 31.56847 -0.13
H 2.80463 25.51570 27.28776 0.45
N 8.39904 22.50932 27.94469 0.62
C 4.61457 27.87288 26.58241 0.23
H 11.14160 24.55320 30.14581 -0.04
H 14.96965 24.95403 30.16786 0.32
H 6.59391 28.45126 24.31138 0.25
H 12.10529 25.62705 21.23283 0.33
C 2.88677 26.40531 27.91222 0.07
H 9.25153 30.12368 32.11783 0.62
H 5.14799 22.67908 28.03415 -0.14
H 8.15135 28.41890 26.14853 -0.30
C 10.15774 26.41051 24.89092 1.29
C 6.61796 21.40860 26.36322 -0.79
C 6.74124 29.43295 22.00844 -0.85
H 12.32111 24.17332 25.67590 0.20
O 10.34421 25.82317 22.55867 -0.29
C 11.64231 25.07634 30.96050 -0.47
O 3.54598 23.81398 35.71445 -0.35
H 4.28942 26.64735 30.99546 0.42
H 13.70264 24.14963 29.23977 0.05
H 11.26699 28.36014 34.71625 0.30
F 10.35264 30.12494 26.91450 -0.39
H 3.43219 32.03437 27.17595 0.34
H 3.65704 26.30823 28.67731 -0.37
H 10.15449 21.43710 28.70947 0.46
H 7.34988 20.62382 26.17211 0.46
C 10.32917 28.68559 34.26607 -0.69
O 5.86245 20.82650 27.40625 -0.36
O 10.91565 23.66009 26.98257 0.14
H 11.65414 27.41021 30.22321 0.61
H 4.45478 29.50836 25.06705 0.57
H 11.91000 24.40396 31.77558 0.66
H 7.91298 24.84757 33.62564 0.39
H 10.49982 25.58388 20.42275 0.28
H 6.24353 22.92219 35.53353 0.27
H 10.51624 22.01971 25.71250 0.44
H 8.25454 22.86507 25.97332 0.31
C 6.29078 25.35715 32.41578 0.05
N 6.09262 25.02867 34.92854 0.10
F 9.43255 26.51512 28.23833 -0.87
F 7.54547 25.90700 27.32786 0.06
H 0.64076 26.84541 28.04370 0.46
F 8.23548 25.01570 29.30424 -0.54
F 12.19269 30.36392 28.24087 -0.36
H 12.97707 23.45865 27.27552 0.47
C 9.59231 29.09480 32.00212 -0.54
H 3.99937 21.85503 27.07755 0.36
B 11.57790 29.57717 27.30249 0.07
H 6.20405 28.51558 21.76771 0.31
O 4.93218 25.26798 32.51328 -0.43
H 8.81890 27.20522 23.43188 0.66
H 5.12254 25.05753 34.64887 0.16
H 4.97091 27.09255 25.90995 -0.04
C 8.57570 28.46732 25.14569 0.01
O 1.67432 28.11068 29.01312 -0.42
```